Run A
{"formula": "C3H10NO", "method": "the ωB97M-V functional and the def2-TZVPD basis", "orbital_gap_ev": 6.83, "charge": -1, "species": ["O", "N", "C", "C", "C", "H", "H", "H", "H", "H", "H", "H", "H", "H", "H"], "positions_angstrom": [[-1.2890, -0.9266, 0.4988], [0.1296, 0.9627, -0.8374], [1.3700, 0.2472, -1.0185], [-0.6083, -2.0352, 0.8705], [0.1390, 1.8671, 0.2924], [0.4836, 2.8757, -0.0083], [1.2644, -0.7724, -1.3934], [2.0180, 0.1661, -0.1390], [1.9469, 0.7282, -1.8252], [-0.8688, 1.9549, 0.6884], [-0.5077, -2.8164, 0.0661], [0.8498, 1.5619, 1.0747], [-0.5760, 0.2330, -0.6228], [0.4651, -1.8190, 1.1265], [-1.0335, -2.5947, 1.7346]], "nbo_charge": [-0.98, -0.69, -0.41, -0.19, -0.40, 0.14, 0.19, 0.15, 0.15, 0.21, 0.07, 0.15, 0.44, 0.07, 0.09]}


Run B
{"formula": "C3H10NO", "method": "the ωB97M-V functional and the def2-TZVPD basis", "orbital_gap_ev": 6.96, "charge": -1, "species": ["O", "N", "C", "C", "C", "H", "H", "H", "H", "H", "H", "H", "H", "H", "H"], "positions_angstrom": [[1.1777, 1.4094, 1.7106], [-0.3898, -0.4781, 0.8104], [-0.5348, -0.7791, -0.6326], [-1.5707, -1.8386, -0.9718], [1.5219, 2.2357, 0.7092], [0.4597, -1.3079, -0.7735], [2.2628, 3.1619, 1.0204], [0.6669, 2.8120, 0.2364], [-0.4512, 0.1685, -1.0816], [-2.5308, -1.5986, -1.4227], [0.1630, -1.1994, 1.3207], [2.0348, 1.8371, -0.2401], [-1.8095, -2.2910, -0.0253], [-1.2482, -2.5235, -1.7879], [0.2484, 0.3920, 1.1277]], "nbo_charge": [-0.92, -0.95, -0.24, -0.63, -0.18, 0.15, 0.06, 0.08, 0.20, 0.19, 0.32, 0.08, 0.22, 0.18, 0.44]}


Run C
{"formula": "C3H10NO", "method": "the ωB97M-V functional and the def2-TZVPD basis", "orbital_gap_ev": 7.26, "charge": -1, "species": ["O", "N", "C", "C", "C", "H", "H", "H", "H", "H", "H", "H", "H", "H", "H"], "positions_angstrom": [[1.6951, -0.0895, -0.5390], [-0.7177, -0.4555, 0.0800], [-1.3065, 0.7722, 0.5406], [-1.4392, -0.9593, -1.0478], [2.4736, 0.1792, 0.5460], [-0.7645, 1.1431, 1.4146], [3.2149, 0.9940, 0.3775], [1.9066, 0.5169, 1.4382], [-1.4721, -0.2636, -1.9133], [-2.3720, 0.6504, 0.7912], [-2.4894, -1.1889, -0.7808], [-1.2437, 1.5881, -0.2142], [3.0856, -0.6873, 0.8737], [-1.0065, -1.9054, -1.3820], [0.4358, -0.2944, -0.1846]], "nbo_charge": [-0.90, -0.72, -0.40, -0.40, -0.20, 0.18, 0.10, 0.10, 0.13, 0.14, 0.14, 0.13, 0.10, 0.18, 0.44]}


Preferred: run C; penalty for the next structure: 11.3 kJ/mol.


Run A
{"formula": "C8H10", "method": "the ωB97M-V functional and the def2-TZVPD basis", "orbital_gap_ev": 8.82, "smiles": "CC(C)=C1C=CC=C1", "species": ["C", "C", "C", "C", "C", "C", "C", "C", "H", "H", "H", "H", "H", "H", "H", "H", "H", "H"], "positions_angstrom": [[-1.7407, -0.2928, 2.0287], [-0.2666, 0.0412, 0.2738], [0.6597, -0.1528, -0.6564], [1.1819, 0.9142, -1.5791], [1.3381, -1.4690, -0.9157], [-0.9677, 1.2986, 0.5338], [-1.8893, 1.1043, 1.5001], [-0.8000, -0.9140, 1.2800], [2.2724, 0.9620, -1.4763], [0.9377, -2.3698, -0.3927], [0.7805, 1.9187, -1.4058], [-0.4515, -1.9194, 1.4267], [2.3988, -1.3280, -0.6375], [1.0412, 0.6893, -2.6468], [1.2824, -1.6747, -1.9936], [-2.5944, 1.8104, 1.8881], [-0.8863, 2.1468, -0.0824], [-2.2960, -0.7650, 2.8550]], "nbo_charge": [-0.23, -0.11, 0.14, -0.65, -0.65, -0.22, -0.22, -0.23, 0.22, 0.22, 0.22, 0.21, 0.22, 0.22, 0.22, 0.21, 0.21, 0.22]}


Run B
{"formula": "C8H10", "method": "the ωB97M-V functional and the def2-TZVPD basis", "orbital_gap_ev": 9.94, "smiles": "CCc1ccccc1", "species": ["C", "C", "C", "C", "C", "C", "C", "C", "H", "H", "H", "H", "H", "H", "H", "H", "H", "H"], "positions_angstrom": [[-2.5903, 0.3718, -0.2665], [-0.4141, 0.9403, 0.4148], [1.6398, -0.5133, -0.1760], [2.4817, 0.1275, 0.9635], [-0.7046, -0.9670, -0.9152], [-1.7764, 1.1745, 0.4019], [-1.9964, -0.7543, -0.9562], [0.1220, -0.2112, -0.1710], [1.7552, -1.4000, -0.1550], [1.9346, -0.2617, 2.0885], [0.3827, 1.4954, 0.9467], [-2.2342, 1.9292, 0.7836], [2.5272, 1.3977, 0.9031], [-2.7788, -1.5345, -1.4940], [-0.2277, -1.9076, -1.6282], [-3.5836, 0.4557, -0.5241], [1.9513, -0.1515, -1.2042], [3.5116, -0.1909, 0.9881]], "nbo_charge": [-0.22, -0.22, -0.39, -0.60, -0.21, -0.20, -0.19, -0.02, 0.18, 0.20, 0.22, 0.20, 0.21, 0.21, 0.19, 0.21, 0.21, 0.22]}


Run C
{"formula": "C8H10", "method": "the ωB97M-V functional and the def2-TZVPD basis", "orbital_gap_ev": 8.21, "species": ["C", "C", "C", "C", "C", "C", "C", "C", "H", "H", "H", "H", "H", "H", "H", "H", "H", "H"], "positions_angstrom": [[-1.2683, -0.9919, 0.3784], [1.1617, -0.0795, -0.2490], [1.9260, -1.0169, 0.5562], [-1.2907, -0.9314, -1.1022], [-0.3483, 1.5039, -0.2866], [1.1871, 1.3868, -0.1224], [-0.4077, -0.0613, -0.2893], [2.3004, -0.7939, -0.8049], [1.3459, -1.8572, 0.9846], [2.6650, -0.7112, 1.3179], [-2.1727, -0.8479, 1.1564], [-0.7724, -1.8958, 1.0013], [1.4046, 1.7882, 0.8484], [1.6955, 2.0264, -0.7327], [-0.9541, -1.8456, -1.6400], [-0.7067, 2.1017, -1.1161], [-2.1680, -0.5494, -1.5829], [-0.8556, 1.8290, 0.6566]], "nbo_charge": [-0.42, -0.24, -0.61, -0.42, -0.37, -0.38, -0.01, 0.22, 0.27, 0.24, 0.23, 0.21, 0.20, 0.22, 0.22, 0.22, 0.22, 0.20]}


Preferred: run A; penalty for the next structure: 228.5 kJ/mol.


Run A
{"formula": "C8H10", "method": "the ωB97M-V functional and the def2-TZVPD basis", "orbital_gap_ev": 10.15, "smiles": "CCc1ccccc1", "species": ["C", "C", "C", "C", "C", "C", "C", "C", "H", "H", "H", "H", "H", "H", "H", "H", "H", "H"], "positions_angstrom": [[-1.0751, 1.6958, -0.0416], [1.0867, -1.9880, 0.5390], [1.4250, -0.8578, 1.2622], [-0.5921, -0.7254, -0.6269], [-0.2794, 0.4203, 0.0927], [-1.0677, 2.3293, -1.4219], [0.7335, 0.3228, 1.0289], [0.0566, -1.9277, -0.3745], [-1.3406, -0.6840, -1.4067], [-0.2067, 2.9706, -1.6137], [2.2031, -0.8859, 2.0081], [-0.2805, -2.8157, -0.8937], [1.6090, -2.9224, 0.6888], [1.0232, 1.1580, 1.6538], [-1.9259, 2.9816, -1.5778], [-0.6907, 2.3930, 0.6949], [-1.1193, 1.6076, -2.2339], [-2.1157, 1.4756, 0.2130]], "nbo_charge": [-0.44, -0.23, -0.20, -0.25, 0.08, -0.60, -0.25, -0.19, 0.21, 0.21, 0.21, 0.21, 0.21, 0.20, 0.21, 0.21, 0.21, 0.21]}


Run B
{"formula": "C8H10", "method": "the ωB97M-V functional and the def2-TZVPD basis", "orbital_gap_ev": 10.14, "smiles": "c1ccccc1.C=C", "species": ["C", "C", "C", "C", "C", "C", "C", "C", "H", "H", "H", "H", "H", "H", "H", "H", "H", "H"], "positions_angstrom": [[-2.4477, -1.8644, 1.6406], [2.2846, 0.4952, -1.0121], [0.2794, 1.7589, -0.2297], [0.2868, -0.6138, -0.1357], [1.6173, -0.6598, -0.6784], [-0.4671, 0.5753, -0.0158], [1.5178, 1.6921, -0.6222], [-2.4446, -0.9791, 0.6757], [-3.0323, -1.8908, 2.5412], [-1.4808, 0.4655, 0.4421], [-1.8256, -1.1410, -0.2121], [-2.9518, -0.1222, 0.3902], [1.9698, 2.8016, -0.5136], [-1.7248, -2.6897, 1.5844], [-0.1946, -1.5934, -0.0815], [-0.0438, 2.9020, -0.0852], [2.2009, -1.6232, -0.6157], [3.3238, 0.4650, -1.1837]], "nbo_charge": [-0.38, -0.22, -0.23, -0.23, -0.20, -0.21, -0.20, -0.41, 0.20, 0.23, 0.20, 0.20, 0.21, 0.19, 0.21, 0.22, 0.21, 0.22]}


Preferred: run A; penalty for the next structure: 377.7 kJ/mol.


Run A
{"formula": "C3H10NOS", "method": "the ωB97M-V functional and the def2-TZVPD basis", "orbital_gap_ev": [9.39, 6.40], "multiplicity": 2, "species": ["S", "O", "N", "C", "C", "C", "H", "H", "H", "H", "H", "H", "H", "H", "H", "H"], "positions_angstrom": [[2.7080, -0.0834, -1.3067], [-0.6210, 0.5259, 0.9502], [-3.0272, -0.0672, 0.8866], [1.6287, -1.2320, -0.3669], [-1.6382, -0.2052, 1.5348], [1.4984, 1.3719, -1.4646], [-3.0267, 0.9132, 0.7022], [2.2948, 1.9788, -1.8725], [0.6818, 1.2179, -2.1628], [-1.8231, 0.0985, 2.5668], [-1.4035, -1.2975, 1.5139], [0.7994, -1.5939, -0.9251], [1.2883, -0.8171, 0.5974], [2.2845, -2.0912, -0.1169], [-2.8000, -0.4585, -0.0349], [1.1558, 1.7397, -0.5015]], "lowdin_spin": [0.00, 0.82, 0.00, 0.01, 0.10, 0.00, 0.00, 0.00, 0.00, 0.04, 0.04, 0.00, 0.00, 0.00, 0.00, 0.00]}


Run B
{"formula": "C3H10NOS", "method": "the ωB97M-V functional and the def2-TZVPD basis", "orbital_gap_ev": [4.10, 10.02], "multiplicity": 2, "species": ["S", "O", "N", "C", "C", "C", "H", "H", "H", "H", "H", "H", "H", "H", "H", "H"], "positions_angstrom": [[1.1854, 2.5078, -0.3961], [-0.5838, -2.2952, 0.1550], [0.6606, -0.4628, -1.2086], [-0.7828, -1.0219, 0.7778], [-0.2571, 0.0988, -0.1231], [0.4283, 1.1932, 0.6678], [-1.3790, -2.8331, 0.2599], [0.2942, 3.4599, -0.0760], [1.5825, 0.0065, -1.2621], [-0.2310, 1.7507, 1.3327], [1.2533, 0.7671, 1.2363], [-1.0713, 0.5187, -0.7076], [-0.2736, -1.0021, 1.7343], [0.7959, -1.4691, -1.0847], [-1.8584, -0.8431, 0.8917], [0.2367, -0.3754, -2.1974]], "lowdin_spin": [0.11, 0.06, 0.18, 0.06, 0.10, 0.05, 0.01, 0.01, 0.10, 0.01, 0.01, 0.04, 0.00, 0.06, 0.01, 0.19]}


Preferred: run A; penalty for the next structure: 62.2 kJ/mol.


Run A
{"formula": "C2H4NOP", "method": "the ωB97M-V functional and the def2-TZVPD basis", "orbital_gap_ev": [5.96, 7.65], "multiplicity": 3, "species": ["P", "O", "N", "C", "C", "H", "H", "H", "H"], "positions_angstrom": [[0.0996, -0.7220, 1.1723], [0.4789, -1.8918, 0.0689], [-0.7169, 3.0302, 0.8820], [-0.6068, 2.0010, 0.3833], [-0.7226, 0.6941, -0.1836], [1.3277, -0.0879, 1.2030], [0.0954, -1.6413, -0.7843], [-1.5929, 0.3216, -0.6313], [-0.0764, 0.6272, -1.0722]], "lowdin_spin": [1.13, 0.25, 0.06, 0.05, 0.33, 0.12, 0.03, 0.01, 0.03]}


Run B
{"formula": "C2H4NOP", "method": "the ωB97M-V functional and the def2-TZVPD basis", "orbital_gap_ev": [7.93, 7.68], "multiplicity": 3, "species": ["P", "O", "N", "C", "C", "H", "H", "H", "H"], "positions_angstrom": [[1.3436, -1.7752, -0.8322], [1.5212, -1.8622, 0.7834], [0.8538, -1.0062, 1.6394], [0.0535, 0.5404, -0.1973], [0.2994, -0.0036, 1.1557], [-0.8618, 0.3292, -0.5420], [0.3665, 1.5767, -0.5744], [-0.0502, -2.1493, -0.7789], [-0.1315, 0.7545, 1.8232]], "lowdin_spin": [0.77, 0.15, 0.03, 0.78, 0.12, 0.04, 0.03, 0.04, 0.03]}


Preferred: run A; penalty for the next structure: 87.8 kJ/mol.


Run A
{"formula": "C4H12N2S", "method": "the ωB97M-V functional and the def2-TZVPD basis", "orbital_gap_ev": 9.58, "smiles": "NC[C@@H](N)CCS", "species": ["S", "N", "N", "C", "C", "C", "C", "H", "H", "H", "H", "H", "H", "H", "H", "H", "H", "H", "H"], "positions_angstrom": [[0.1109, -1.7840, 1.5019], [0.4533, 1.7276, -1.7448], [-0.7672, 2.5211, 0.7121], [-0.2621, 0.6542, -1.0758], [-0.5626, 1.0292, 0.5542], [0.0418, -1.8428, -0.3656], [0.5640, -0.5994, -1.1474], [-0.9300, -2.0753, -0.7503], [0.2557, 0.6745, 1.0743], [0.6531, 2.6971, -1.2362], [-0.9272, 3.0970, -0.0898], [-1.2904, 0.4131, -1.5391], [0.1063, 3.0319, 1.1615], [1.0943, -2.6156, 1.7091], [0.7031, -2.6080, -0.7695], [-1.3749, 0.3963, 0.8653], [0.5640, -0.7879, -2.1836], [1.3937, 1.6043, -2.1477], [1.4902, -0.4716, -0.6876]], "nbo_charge": [-0.06, -0.89, -0.86, -0.03, -0.21, -0.50, -0.42, 0.21, 0.20, 0.37, 0.36, 0.17, 0.36, 0.12, 0.23, 0.18, 0.21, 0.37, 0.20]}


Run B
{"formula": "C4H12N2S", "method": "the ωB97M-V functional and the def2-TZVPD basis", "orbital_gap_ev": 8.93, "smiles": "N/C=C/N.CSC", "species": ["S", "N", "N", "C", "C", "C", "C", "H", "H", "H", "H", "H", "H", "H", "H", "H", "H", "H", "H"], "positions_angstrom": [[0.5181, 1.0741, -1.3578], [-1.9149, -2.5643, -0.1647], [0.1721, -0.8138, 2.3608], [0.3263, 1.7172, 0.3225], [1.8938, 2.1216, -1.8609], [-0.8780, -1.8294, 0.4525], [-0.9482, -1.4144, 1.7084], [0.7306, -1.5435, 2.7875], [-0.1374, -0.2185, 3.1187], [-0.6508, 1.4027, 0.6804], [-0.0703, -1.5421, -0.2093], [-1.8780, -1.5375, 2.2647], [1.5569, 3.1516, -1.9789], [0.3838, 2.8092, 0.2976], [2.3111, 1.7814, -2.8066], [-1.6718, -2.9218, -1.0721], [1.1029, 1.3065, 0.9619], [2.6807, 2.1000, -1.1067], [-2.8148, -2.1104, -0.1833]], "nbo_charge": [0.17, -0.84, -0.84, -0.74, -0.75, -0.05, -0.11, 0.37, 0.36, 0.23, 0.20, 0.17, 0.21, 0.21, 0.23, 0.37, 0.23, 0.21, 0.37]}


Run C
{"formula": "C4H12N2S", "method": "the ωB97M-V functional and the def2-TZVPD basis", "orbital_gap_ev": 9.77, "smiles": "NC[C@@H](N)CCS", "species": ["S", "N", "N", "C", "C", "C", "C", "H", "H", "H", "H", "H", "H", "H", "H", "H", "H", "H", "H"], "positions_angstrom": [[-2.2126, 1.5046, 0.8298], [1.8231, -0.6670, 0.9500], [0.2123, -2.4999, -0.9657], [-0.1511, -1.0768, -0.8292], [0.3850, -0.3813, 0.5496], [0.4092, 1.2190, 0.5793], [-0.7876, 1.7951, -0.1420], [-0.6394, 1.4040, -1.2074], [0.4666, 1.5919, 1.6389], [-0.0797, -2.8379, -1.9475], [0.0718, -0.4627, -1.7775], [-0.2775, -0.7156, 1.4326], [-1.1854, -0.9482, -0.7949], [-0.5987, 2.8594, -0.1874], [1.3593, 1.5144, 0.2067], [1.8699, -1.6936, 0.9495], [-2.7175, 2.8885, 0.9007], [2.1870, -0.3490, 0.1058], [-0.1347, -3.1450, -0.2913]], "nbo_charge": [-0.03, -0.81, -0.87, -0.24, -0.06, -0.40, -0.58, 0.21, 0.22, 0.37, 0.19, 0.19, 0.17, 0.23, 0.20, 0.36, 0.15, 0.34, 0.37]}


Run D
{"formula": "C4H12N2S", "method": "the ωB97M-V functional and the def2-TZVPD basis", "orbital_gap_ev": 9.98, "smiles": "NCCNCCS", "species": ["S", "N", "N", "C", "C", "C", "C", "H", "H", "H", "H", "H", "H", "H", "H", "H", "H", "H", "H"], "positions_angstrom": [[-2.6829, -1.2509, -1.6068], [0.3482, 0.3267, 0.5962], [2.9492, 0.3238, 2.2155], [-1.9495, -0.2534, -0.2727], [-0.5395, 0.1762, -0.5988], [1.6994, 0.6375, 0.0774], [2.5830, 1.3597, 1.1925], [-1.5132, -1.8594, -1.8526], [-2.3848, 0.7867, -0.3190], [-2.0428, -0.7926, 0.7310], [2.3766, -0.1613, -0.2528], [-0.3774, 1.1848, -1.1839], [2.0944, -0.1036, 2.5445], [0.3109, -0.3963, 1.1827], [1.6130, 1.2356, -0.9235], [-0.0607, -0.6631, -1.2796], [3.4788, 0.7804, 2.9373], [2.1261, 2.2313, 1.5366], [3.4626, 1.6990, 0.5171]], "nbo_charge": [-0.02, -0.64, -0.85, -0.56, -0.21, -0.23, -0.22, 0.11, 0.24, 0.23, 0.19, 0.21, 0.35, 0.35, 0.19, 0.15, 0.36, 0.17, 0.18]}


Preferred: run B; penalty for the next structure: 70.2 kJ/mol.